Entry 1:
Density functional theory data (ωB97M-V with the def2-TZVPD basis set) for a 6-piece molecular cluster, C18H24F5IO15P overall.

Structure (XYZ):
```
64
Properties=species:S:1:pos:R:3:forces:R:3:mulliken_charge:R:1
P -0.644 4.216 -0.498 0.0 0.0 -0.1 0.194
C -1.977 5.414 -0.349 -0.1 0.2 0.0 -0.694
C -3.306 4.874 -0.884 0.0 -0.1 -0.1 -0.325
C -3.873 3.692 -0.124 -0.1 0.0 0.1 -0.763
I -4.206 4.078 1.951 0.1 0.0 0.0 0.098
H 0.376 4.694 -1.312 0.1 0.0 0.0 0.166
H -0.083 3.885 0.728 0.1 0.0 0.1 0.164
H -1.093 3.029 -1.063 0.0 -0.1 -0.1 0.128
H -2.059 5.691 0.705 0.0 0.0 0.0 0.555
H -1.659 6.296 -0.907 0.0 0.0 0.0 0.441
H -3.171 4.554 -1.922 -0.1 0.0 0.0 0.186
H -4.029 5.690 -0.893 0.1 0.1 0.1 0.378
H -4.843 3.429 -0.535 0.1 -0.1 0.0 0.477
H -3.241 2.808 -0.161 0.0 0.0 0.0 -0.002
C -1.737 5.117 -5.795 0.1 0.0 0.0 -0.443
C -1.452 5.376 -4.328 0.1 0.1 -0.1 0.436
O -0.254 6.094 -4.352 -0.1 0.2 0.1 -0.328
C -0.146 6.722 -5.581 -0.1 -0.2 -0.1 0.557
O 0.643 7.555 -5.831 0.1 0.0 0.0 -0.446
O -1.094 6.234 -6.411 0.0 0.0 0.0 -0.294
F -1.241 4.219 -3.614 0.0 0.0 0.1 -0.315
H -1.255 4.193 -6.116 0.0 0.0 0.0 0.286
H -2.791 5.100 -6.051 0.0 0.1 0.0 0.292
H -2.213 5.960 -3.805 -0.1 -0.2 0.0 0.247
C -4.396 -1.255 -0.601 0.0 0.0 0.0 -0.370
C -4.252 0.203 -0.209 0.1 0.0 -0.1 0.303
O -4.112 0.850 -1.457 -0.2 0.1 0.0 -0.198
C -4.703 0.066 -2.423 0.1 -0.2 0.1 0.491
O -4.923 0.436 -3.522 0.0 0.1 -0.1 -0.495
O -4.983 -1.141 -1.909 0.0 0.0 0.0 -0.333
F -3.122 0.466 0.513 0.0 -0.1 0.0 -0.266
H -3.420 -1.732 -0.677 0.0 0.0 0.0 0.270
H -5.037 -1.836 0.050 -0.1 0.0 -0.1 0.331
H -5.105 0.626 0.324 0.1 0.0 0.1 0.256
C -0.279 -2.116 3.660 0.0 0.0 0.0 -0.362
C 0.191 -2.061 2.220 0.0 0.1 0.1 0.231
O -0.940 -2.523 1.506 -0.1 0.2 -0.1 -0.277
C -2.048 -2.287 2.263 0.2 -0.1 0.2 0.638
O -3.161 -2.374 1.865 -0.1 0.0 -0.1 -0.501
O -1.693 -1.928 3.510 0.0 0.0 0.0 -0.326
F 1.241 -2.874 1.985 -0.1 -0.1 -0.1 -0.256
H -0.079 -3.099 4.087 0.1 0.0 0.0 0.274
H 0.135 -1.341 4.296 -0.1 0.1 0.0 0.299
H 0.448 -1.061 1.862 0.1 0.0 0.0 0.227
C 3.352 -4.639 -0.998 0.0 0.0 0.0 -0.417
C 3.618 -4.886 0.475 -0.1 0.1 0.0 0.860
O 4.894 -4.314 0.654 0.1 0.1 0.2 -0.273
C 5.077 -3.347 -0.290 -0.2 -0.1 -0.1 0.612
O 5.925 -2.527 -0.271 0.1 0.0 0.0 -0.492
O 4.116 -3.455 -1.243 0.0 0.0 0.0 -0.349
F 3.667 -6.205 0.784 0.1 0.0 -0.1 -0.315
H 3.744 -5.463 -1.595 0.0 0.0 0.0 0.283
H 2.308 -4.466 -1.237 0.0 0.1 0.0 0.288
H 2.917 -4.397 1.154 0.0 -0.1 0.0 -0.154
C 5.755 -6.004 4.298 0.0 0.0 0.0 -0.419
C 6.493 -4.677 4.339 -0.1 0.0 0.0 0.312
O 5.504 -3.770 3.884 -0.1 0.2 0.2 -0.266
C 4.280 -4.302 4.122 0.2 -0.1 -0.1 0.712
O 3.255 -3.710 4.023 -0.1 0.0 0.0 -0.544
O 4.394 -5.596 4.482 0.0 0.0 0.0 -0.317
F 7.549 -4.647 3.499 0.0 0.0 -0.1 -0.274
H 5.864 -6.463 3.315 0.1 0.0 0.0 0.262
H 6.045 -6.701 5.077 -0.1 0.0 0.1 0.282
H 6.826 -4.367 5.330 0.1 0.0 0.0 0.278
```
Forces are in eV/Å.

## Properties
LUMO level: -3.03 eV
Gap between HOMO and LUMO: 9.76 eV
Net charge: +1
HOMO energy: -12.8 eV


Entry 2:
Density functional theory data (ωB97M-V with the def2-TZVPD basis set) for an isolated molecule of C5H8O.

Structure (XYZ):
```
14
Properties=species:S:1:pos:R:3:forces:R:3:mulliken_charge:R:1
C 1.271 0.135 1.147 0.0 -0.1 0.0 -1.274
C 0.242 0.743 0.214 0.0 -0.1 0.1 0.036
C -0.096 0.250 -1.224 0.4 0.0 -0.5 -0.186
C -0.687 -1.046 -0.684 0.1 -0.3 -0.1 -0.633
C -1.181 0.128 0.159 -0.2 -0.6 0.3 -0.206
O -1.424 0.887 -1.073 -0.1 -0.1 -0.1 -0.502
H 1.119 -0.939 1.280 0.1 0.1 0.0 0.276
H 2.293 0.302 0.796 -0.1 0.0 0.0 0.328
H 1.175 0.602 2.135 0.0 -0.1 -0.2 0.330
H 0.292 1.841 0.220 -0.4 -0.3 0.2 0.422
H 0.422 0.413 -2.167 0.1 0.2 0.1 0.471
H -0.051 -1.797 -0.213 0.0 0.1 -0.1 0.206
H -1.494 -1.483 -1.277 0.2 0.0 -0.1 0.265
H -1.967 -0.126 0.857 -0.3 1.1 0.5 0.469
```
Forces are in eV/Å.

## Properties
LUMO level: 1.10 eV
Gap between HOMO and LUMO: 10.63 eV
Net charge: 0
Energy above the lowest of the compared OMol25 structures with the same formula, charge and spin: 311.02 kJ/mol
HOMO energy: -9.5 eV


Entry 3:
Density functional theory data (ωB97M-V with the def2-TZVPD basis set) for a 2-piece molecular cluster, C4H3NO2 overall.

Structure (XYZ):
```
10
Properties=species:S:1:pos:R:3:forces:R:3:mulliken_charge:R:1
C 0.582 0.028 -0.992 0.4 -0.4 -0.6 0.200
C 1.152 -0.654 -1.815 -0.4 0.2 0.6 0.140
C 2.574 0.776 1.987 0.0 0.1 0.1 0.698
C 0.064 1.058 -0.218 -0.2 0.7 0.4 -0.933
N -0.699 0.769 0.800 -0.2 -0.3 0.2 -0.284
O 2.952 -0.250 1.656 0.6 -1.7 -0.6 -0.349
O 2.198 1.795 2.346 -0.6 1.6 0.5 -0.352
H -0.983 -0.171 1.094 0.1 0.2 -0.2 0.244
H -1.071 1.528 1.355 0.1 -0.1 -0.1 0.257
H 1.624 -1.298 -2.497 0.2 -0.3 -0.3 0.380
```
Forces are in eV/Å.

## Properties
LUMO level: 0.34 eV
Gap between HOMO and LUMO: 8.54 eV
Net charge: 0
Energy above the lowest of the compared OMol25 structures with the same formula, charge and spin: 295.27 kJ/mol
HOMO energy: -8.2 eV


Entry 4:
Density functional theory data (ωB97M-V with the def2-TZVPD basis set) for an isolated molecule of C12H12INO.

Structure (XYZ):
```
27
Properties=species:S:1:pos:R:3:forces:R:3:mulliken_charge:R:1
C 3.165 -3.250 -2.164 -1.6 2.9 1.9 -0.624
C 3.616 -2.812 -0.927 -2.5 2.0 0.2 -0.474
C 2.030 -2.604 -2.713 0.7 -0.6 -1.4 -0.447
C 2.933 -1.722 -0.236 1.2 -2.4 -2.5 -0.484
C 1.448 -1.535 -2.093 -1.9 0.2 -1.1 -0.419
C 1.866 -1.027 -0.831 1.1 -1.4 -0.3 0.981
C -0.352 1.761 1.588 0.2 -1.5 -0.9 0.688
C -1.579 1.063 0.967 0.2 0.4 0.9 -0.972
C -2.612 1.508 2.010 -0.8 0.3 -1.0 -0.692
C -2.168 2.974 2.288 -4.5 0.3 3.4 -0.487
C 1.159 0.040 -0.284 -0.6 -0.1 -0.2 -0.392
C -0.779 2.799 2.364 2.9 0.8 -0.5 -0.360
N 0.933 1.424 1.665 1.1 0.9 0.6 -0.513
O 1.600 0.646 0.810 -0.3 -0.7 -0.1 -0.147
I 0.487 4.183 3.244 -0.2 -0.2 0.0 0.120
H 3.792 -3.838 -2.690 1.4 -2.4 -1.9 0.465
H 4.459 -3.254 -0.456 0.6 -0.3 0.3 0.403
H 1.680 -2.870 -3.753 0.4 0.2 1.4 0.276
H 3.412 -1.552 0.668 0.1 1.1 1.8 0.438
H 0.553 -1.128 -2.680 1.3 -0.1 1.3 0.166
H -1.841 1.425 -0.011 0.0 0.6 -0.5 0.401
H -1.574 -0.003 0.871 0.6 -0.7 0.2 0.503
H -3.661 1.404 1.535 1.4 0.0 1.5 0.299
H -2.332 0.957 2.966 -1.2 0.4 -1.2 0.290
H -2.592 3.797 1.704 0.3 -0.3 -0.7 0.320
H -2.602 3.259 3.339 0.7 -0.4 -1.5 0.293
H 0.227 0.190 -0.790 -0.6 1.0 0.4 0.368
```
Forces are in eV/Å.

## Properties
LUMO level (alpha / beta): -0.43 / -0.74 eV
Gap between HOMO and LUMO (alpha / beta): 7.25 / 6.26 eV
Net charge: 0
Energy above the lowest of the compared OMol25 structures with the same formula, charge and spin: 141.28 kJ/mol
HOMO energy (alpha / beta): -7.7 / -7.0 eV


Entry 5:
Density functional theory data (ωB97M-V with the def2-TZVPD basis set) for a 2-piece molecular cluster, C7H14N3O2 overall.

Structure (XYZ):
```
26
Properties=species:S:1:pos:R:3:forces:R:3:mulliken_charge:R:1
C -0.455 1.060 1.723 0.3 -0.8 -1.4 -0.185
C 0.008 0.430 0.788 1.1 1.2 1.2 -0.441
C 1.107 0.137 -0.162 -1.6 -1.0 -1.0 0.790
C -1.723 -0.914 -0.313 3.9 -3.5 -0.5 -0.961
C 4.829 0.140 0.290 -1.5 -1.4 -0.4 -1.043
C -2.649 1.096 -1.274 0.0 0.2 2.6 -0.743
C 3.464 -0.167 -0.457 1.6 -1.2 -1.3 -0.218
N -2.737 -0.096 -0.373 -3.1 4.9 -2.2 0.597
N -1.755 -1.890 0.634 2.8 -1.1 -1.0 -0.206
N -3.702 -0.226 0.492 -2.6 1.6 2.7 -0.789
O 0.841 -0.215 -1.282 -0.1 0.0 -1.2 -0.589
O 2.290 0.201 0.304 2.2 1.0 2.2 -0.249
H -1.070 1.601 2.366 -0.4 0.4 0.9 0.474
H -1.016 -0.739 -1.072 1.1 -0.9 -0.4 0.970
H 5.170 -0.803 0.799 -0.3 1.5 0.2 0.266
H 5.624 0.452 -0.380 -0.2 -0.3 -0.6 0.353
H 4.645 1.042 0.837 0.1 0.1 1.3 0.339
H -1.906 1.026 -2.069 -0.2 -0.3 0.2 0.298
H -3.645 1.413 -1.519 -0.5 -0.4 -0.8 0.338
H -2.400 1.878 -0.540 0.7 0.2 -0.4 0.390
H 3.371 -1.295 -0.613 0.1 1.6 -0.2 0.265
H 3.539 0.394 -1.422 -0.8 -0.7 0.7 0.279
H -0.883 -2.433 0.780 -1.1 0.5 -0.2 0.306
H -2.456 -1.996 1.302 -1.3 0.1 1.1 0.221
H -4.485 -0.736 0.125 -0.6 -0.6 0.1 0.254
H -4.008 0.639 1.035 0.5 -1.2 -1.4 0.287
```
Forces are in eV/Å.

## Properties
LUMO level (alpha / beta): -2.83 / -7.51 eV
Gap between HOMO and LUMO (alpha / beta): 6.74 / 6.14 eV
Net charge: +1
Energy above the lowest of the compared OMol25 structures with the same formula, charge and spin: 258.96 kJ/mol
2S+1: 3
HOMO energy (alpha / beta): -9.6 / -13.6 eV


Entry 6:
Density functional theory data (ωB97M-V with the def2-TZVPD basis set) for C39H53As3BrCsIN9O2 as an isolated structure.

Structure (XYZ):
```
109
Properties=species:S:1:pos:R:3:forces:R:3:mulliken_charge:R:1
Cs -0.401 -1.527 0.122 0.1 -0.5 0.0 0.851
C 4.322 -3.193 3.282 -0.6 0.4 2.0 -1.218
C 3.086 -4.079 3.355 -1.2 0.3 -0.9 0.391
N 3.174 -5.231 3.955 4.9 3.4 0.4 -0.556
C 2.299 -6.127 3.956 -4.6 -4.3 -0.7 -0.755
C 1.043 -5.945 3.394 -0.2 -1.1 0.8 1.078
C 0.052 -7.138 3.360 -0.7 1.9 0.3 -1.247
O -0.975 -7.020 4.385 0.3 -0.8 0.6 -0.525
C 0.715 -4.628 3.009 -2.0 0.0 0.2 0.892
C -0.698 -4.186 2.957 1.6 -0.6 -1.4 -0.590
N -1.013 -2.928 3.121 -2.2 -1.0 1.4 -0.361
C -0.555 -2.226 4.223 0.9 1.1 -0.7 0.359
C -0.225 -2.870 5.466 -0.2 1.0 -2.7 -0.598
C 0.614 -2.283 6.366 0.6 -0.7 0.9 -0.289
C 1.058 -0.967 6.177 -0.9 0.5 -1.5 -0.954
C 0.523 -0.223 5.077 -0.5 -0.5 0.6 -0.264
C -0.345 -0.806 4.129 0.8 -0.7 1.5 -0.042
I -1.389 0.520 2.840 0.3 -0.4 0.4 -0.035
C 1.755 -3.671 2.755 2.1 -0.8 1.0 0.095
O 1.624 -2.628 2.098 -0.2 1.0 -0.5 -0.726
H 4.723 -3.033 2.300 0.3 -0.5 -0.6 0.270
H 5.063 -3.541 4.049 -0.5 0.0 -1.1 0.344
H 4.076 -2.172 3.600 -0.3 0.0 0.0 0.261
H 2.498 -7.134 4.370 0.3 0.5 -0.1 0.256
H 0.531 -8.085 3.490 0.7 -0.4 -0.2 0.512
H -0.495 -7.125 2.401 0.3 -0.1 0.3 0.272
H -0.803 -7.679 5.103 -0.1 1.0 -1.0 0.306
H -1.459 -4.955 2.594 0.7 1.2 0.3 0.202
H -0.500 -3.894 5.517 -0.1 -0.8 0.3 0.543
H 0.927 -3.045 7.131 0.0 1.6 -0.2 0.290
H 1.736 -0.425 6.809 0.2 -0.2 0.4 0.420
H 0.727 0.853 5.009 0.0 -0.5 0.0 0.345
C 3.832 -1.803 -7.229 1.0 0.6 0.2 -1.223
C 3.522 -2.222 -5.816 -0.1 -0.2 0.2 0.749
C 4.268 -1.854 -4.679 -0.9 -0.9 0.3 -0.419
C 3.785 -2.215 -3.418 -0.6 0.1 0.4 -0.474
C 2.626 -3.025 -3.319 0.0 0.6 -1.9 0.296
Br 2.113 -3.815 -1.687 0.0 0.2 0.2 -0.183
N 1.871 -3.328 -4.385 1.5 0.3 0.0 -0.493
C 2.348 -2.919 -5.596 -0.7 -0.6 1.2 -0.391
H 4.464 -0.902 -7.094 -0.6 -0.1 -0.7 0.347
H 2.910 -1.607 -7.803 0.5 0.1 0.3 0.347
H 4.462 -2.492 -7.812 -0.3 -0.1 0.4 0.267
H 5.247 -1.406 -4.727 -0.1 0.5 -0.2 0.424
H 4.195 -1.768 -2.503 0.2 -0.7 -0.4 0.398
H 1.743 -3.251 -6.436 0.0 0.3 0.0 0.372
C 4.216 3.492 -0.415 -0.9 0.2 -0.7 -1.290
As 2.395 3.035 -1.144 1.0 -0.3 1.0 0.350
C 2.262 1.345 -0.079 -0.4 0.6 -0.6 -0.953
C 1.308 4.134 0.070 0.0 1.6 -0.1 -1.468
C 0.864 5.499 -0.632 -0.3 -0.8 0.3 2.295
C 2.023 6.539 -0.539 -0.6 0.0 0.3 -1.990
C 0.470 5.272 -2.144 0.8 0.4 0.1 -1.813
As -0.703 3.723 -2.550 -0.7 -0.1 0.0 0.356
C -1.935 4.700 -3.854 1.6 -0.4 -0.3 -1.178
C 0.448 2.656 -3.792 0.2 0.8 -1.5 -1.045
C -0.405 6.063 0.057 -0.6 1.3 -1.0 -2.023
As -0.364 7.001 1.807 -0.4 0.6 -0.6 0.240
C -1.437 5.728 2.893 0.2 0.4 0.0 -0.970
C -1.856 8.297 1.243 0.8 -0.6 0.9 -1.203
H 4.732 4.253 -1.017 -0.2 -0.3 0.2 0.341
H 4.720 2.533 -0.484 0.4 0.2 0.3 0.484
H 4.058 3.844 0.601 0.4 -0.2 0.1 0.313
H 3.260 0.961 0.090 0.1 -0.2 0.1 0.320
H 1.690 0.658 -0.715 0.1 0.0 0.4 0.011
H 1.755 1.542 0.871 0.1 -0.2 -0.1 0.407
H 1.902 4.400 1.000 -0.9 -0.5 -0.8 0.540
H 0.401 3.553 0.292 0.3 0.1 0.2 0.669
H 2.927 6.184 -1.066 -0.4 0.2 0.1 0.410
H 2.272 6.718 0.528 0.0 -0.2 -0.6 0.469
H 1.693 7.525 -0.938 0.3 -0.6 0.0 0.378
H 1.411 5.155 -2.731 -0.7 0.2 0.2 0.550
H -0.081 6.174 -2.485 0.5 -0.4 0.0 0.650
H -1.227 5.177 -4.597 -1.1 -0.6 0.5 0.334
H -2.518 5.472 -3.360 0.1 0.0 0.3 0.357
H -2.632 3.963 -4.281 0.4 0.3 -0.1 0.363
H 1.476 3.081 -3.831 -0.7 -0.6 0.4 0.351
H 0.123 2.788 -4.841 -0.4 0.0 0.4 0.383
H 0.426 1.568 -3.619 0.2 0.6 0.3 0.291
H -1.275 5.401 0.118 0.4 -0.5 -0.1 0.705
H -0.797 6.877 -0.629 0.5 -0.6 0.7 0.473
H -0.675 5.362 3.620 -1.0 -0.1 -0.4 0.293
H -1.905 4.913 2.284 0.4 0.7 0.7 0.250
H -2.198 6.366 3.400 0.5 -0.8 -0.2 0.378
H -1.463 9.086 0.577 -0.1 -0.5 0.3 0.323
H -2.195 8.751 2.210 -0.1 -0.4 -1.1 0.384
H -2.602 7.674 0.723 0.0 0.5 0.4 0.354
N -3.914 -2.738 2.625 -1.2 0.3 -1.1 -0.182
C -4.549 -2.437 1.448 1.4 -0.9 0.7 0.206
N -5.900 -2.461 1.429 1.4 0.3 -0.4 -0.664
C -6.424 -2.024 0.272 -0.1 0.4 0.6 0.512
N -7.758 -1.767 0.297 1.3 -0.4 0.3 -0.375
N -5.768 -1.770 -0.865 1.6 -0.9 1.2 -0.521
C -4.414 -2.031 -0.766 -1.3 0.9 0.8 -0.232
N -3.690 -2.243 0.357 -2.5 0.1 -0.8 -0.086
C -3.814 -2.001 -2.115 -0.3 -0.1 -2.2 0.744
C -4.675 -1.848 -3.269 0.6 0.4 1.0 -0.347
C -4.118 -1.967 -4.537 0.0 -0.3 -0.5 -0.463
C -2.744 -2.160 -4.669 0.5 -0.1 1.5 -0.645
C -1.980 -2.235 -3.481 -0.7 -0.2 -1.1 -0.222
N -2.508 -2.222 -2.266 -0.1 0.4 0.6 -0.211
H -4.481 -3.032 3.392 -0.5 0.1 0.2 0.205
H -2.912 -2.712 2.814 0.3 0.1 -0.7 0.489
H -8.254 -2.178 1.065 -0.5 0.2 -0.1 0.265
H -8.128 -1.422 -0.554 -0.8 0.0 -0.4 0.230
H -5.733 -1.568 -3.130 0.8 -0.5 -0.1 0.389
H -4.749 -1.978 -5.446 0.3 0.3 0.7 0.358
H -2.216 -2.289 -5.601 -0.2 0.1 -0.2 0.435
H -0.908 -2.380 -3.534 0.1 0.0 -0.1 0.481
```
Forces are in eV/Å.

## Properties
LUMO level: -0.24 eV
Gap between HOMO and LUMO: 6.16 eV
Net charge: 0
Energy above the lowest of the compared OMol25 structures with the same formula, charge and spin: 163.67 kJ/mol
HOMO energy: -6.4 eV


In eV/A, the F_max values for the records above are, in order, 0.280 1.231 1.905 5.673 6.212 6.314.